# 1
Density functional theory data (ωB97M-V/def2-TZVPD) for a single C2HI2N3 molecule.

Output
total energy = -836.26540 a.u.
HOMO (spin up / spin down) = -8.02 / -8.02 eV
ΔE to the lowest compared entry with this formula, charge and spin = 379.78 kJ/mol
HOMO-LUMO gap (spin up / spin down) = 6.62 / 6.62 eV

Structure (ORCA input):
```
! RIJCOSX wB97M-V def2-TZVPD def2/J DEFGRID3
* xyz 0 1
C 1.018 -1.023 0.213
C -0.494 0.881 -0.059
N -0.070 -1.534 0.002
N -0.964 -0.257 -0.227
N 1.825 -0.204 0.478
I -0.918 2.859 -0.314
I -3.002 -1.019 -0.371
H 2.605 0.297 0.279
*
```



# 2
Density functional theory data (ωB97M-V/def2-TZVPD) for a molecular structure, C14H30Br6O10.

Output
total energy = -16747.81564 a.u.
HOMO = -10.23 eV
HOMO-LUMO gap = 10.20 eV

Structure (ORCA input):
```
! RIJCOSX wB97M-V def2-TZVPD def2/J DEFGRID3
* xyz 0 1
C 3.225 2.125 4.283
Br 2.725 3.961 4.467
Br 3.578 1.297 5.954
Br 4.653 2.086 3.087
H 2.418 1.552 3.875
C -1.391 1.259 1.877
Br -2.113 -0.153 0.864
Br 0.378 1.556 1.355
Br -1.548 0.929 3.768
H -2.084 2.086 1.700
C 0.446 -0.957 -1.758
C -0.309 -1.161 -3.051
C -0.707 -2.613 -3.351
O -1.983 -2.531 -4.057
C -2.331 -1.235 -3.984
O -3.211 -0.743 -4.640
O -1.592 -0.515 -3.162
H 0.539 0.091 -1.518
H 1.396 -1.455 -1.867
H 0.000 -1.580 -0.992
H 0.270 -0.677 -3.907
H -0.708 -3.239 -2.482
H 0.103 -3.028 -4.000
C 4.801 -1.458 2.214
C 3.262 -1.431 2.023
C 2.734 -2.272 0.842
O 1.546 -2.876 1.357
C 1.532 -2.718 2.693
O 0.682 -3.186 3.413
O 2.520 -1.984 3.154
H 4.942 -1.202 3.235
H 5.412 -0.850 1.572
H 5.268 -2.442 2.249
H 2.862 -0.470 1.867
H 3.378 -3.023 0.433
H 2.402 -1.585 0.111
C -5.826 3.004 -1.017
O -4.631 3.561 -0.575
H -6.004 3.578 -1.932
H -5.696 1.968 -1.345
H -6.687 3.120 -0.431
H -4.432 3.356 0.355
C -1.899 5.420 1.134
O -2.564 4.129 1.055
H -2.272 5.862 2.041
H -0.825 5.264 1.309
H -1.945 6.013 0.198
H -2.645 3.779 0.137
C -3.926 -3.670 -0.516
O -2.533 -3.568 -0.620
H -4.414 -3.077 0.277
H -4.298 -3.242 -1.490
H -4.242 -4.674 -0.379
H -2.075 -3.661 0.217
C 3.884 0.556 -2.774
O 3.840 -0.737 -2.117
H 3.466 0.601 -3.748
H 3.296 1.189 -2.115
H 4.888 1.010 -2.773
H 4.444 -1.336 -2.512
*
```



# 3
Density functional theory data (ωB97M-V/def2-TZVPD) for a molecular structure, C4H10F6Li3N4O17S6.

Output
total energy = -4667.08643 a.u.
HOMO = -6.61 eV
ΔE to the lowest compared entry with this formula, charge and spin = 80.52 kJ/mol
HOMO-LUMO gap = 4.73 eV

Structure (ORCA input):
```
! RIJCOSX wB97M-V def2-TZVPD def2/J DEFGRID3
* xyz -1 1
Li 5.212 2.080 -1.830
Li -2.169 4.849 -0.640
Li -1.771 -4.069 0.738
N -4.473 3.805 2.588
S -5.498 2.572 3.052
O -6.938 2.921 3.170
O -5.102 1.375 3.767
F -5.573 1.935 1.604
S -3.750 3.819 3.934
O -2.647 2.850 4.017
O -4.508 4.101 5.102
F -3.121 5.322 3.749
N 8.697 0.069 -0.694
S 9.810 -0.740 -1.710
O 9.389 -1.913 -2.488
O 11.175 -0.564 -1.371
F 9.724 0.343 -2.918
S 8.881 -0.949 0.437
O 10.013 -0.627 1.282
O 8.670 -2.391 0.220
F 7.597 -0.531 1.352
N 5.529 6.188 -1.049
S 5.246 7.190 -2.405
O 5.192 8.601 -2.097
O 4.386 6.585 -3.467
F 6.672 6.961 -3.085
S 4.566 6.906 -0.093
O 3.189 7.151 -0.499
O 5.177 7.905 0.762
F 4.451 5.611 0.899
N 0.635 0.566 -0.587
O -0.412 0.108 -0.119
O 0.750 1.718 -0.956
O 1.643 -0.111 -0.423
C -4.943 -4.019 -2.634
O -4.586 -4.997 -1.666
C -5.655 -5.916 -1.428
C -5.470 -6.905 -0.316
O -5.236 -6.145 0.830
C -6.312 -6.009 1.829
H -5.211 -4.310 -3.650
H -4.160 -3.263 -2.579
H -5.763 -3.375 -2.318
H -5.920 -6.485 -2.319
H -6.535 -5.343 -1.136
H -4.620 -7.521 -0.607
H -6.350 -7.533 -0.457
H -6.185 -5.078 2.382
H -6.427 -6.862 2.498
H -7.271 -5.879 1.329
*
```



# 4
Density functional theory data (ωB97M-V/def2-TZVPD) for a single C4H7NO3 molecule.

Output
structure (SMILES) = C[C@@H](C=O)NC(=O)O
total energy = -437.10999 a.u.
HOMO = -9.64 eV
ΔE to the lowest compared entry with this formula, charge and spin = 87.70 kJ/mol
HOMO-LUMO gap = 10.20 eV

Structure (ORCA input):
```
! RIJCOSX wB97M-V def2-TZVPD def2/J DEFGRID3
* xyz 0 1
O 1.527 -2.089 0.978
C 1.145 -1.074 0.457
C -0.271 -0.562 0.616
C -1.209 -1.337 -0.326
N -0.415 0.887 0.408
C 0.324 1.511 -0.564
O 0.642 2.757 -0.173
O 0.640 1.026 -1.620
H 1.850 -0.540 -0.205
H -0.522 -0.796 1.644
H -2.230 -1.184 0.020
H -0.950 -2.393 -0.354
H -1.172 -0.858 -1.301
H -0.452 1.387 1.283
H 1.093 3.266 -0.863
*
```



# 5
Density functional theory data (ωB97M-V/def2-TZVPD) for a gas-phase ion, C10H9N3O2S (charge +2).

Output
total energy = -1098.36735 a.u.
HOMO = -16.80 eV
HOMO-LUMO gap = 7.84 eV

Structure (ORCA input):
```
! RIJCOSX wB97M-V def2-TZVPD def2/J DEFGRID3
* xyz 2 1
O -2.332 -3.579 -4.680
N -1.695 -2.619 -4.398
O -0.455 -3.051 -3.904
N -0.195 -2.226 -2.851
C 1.020 -1.424 -2.775
C 1.312 -0.455 -1.574
C 0.256 -0.404 -0.434
C 0.349 0.535 0.858
C -0.207 0.061 2.251
C -0.094 1.092 3.413
N 0.492 2.401 3.200
S 0.509 3.493 4.591
C 1.049 2.858 1.945
C 1.006 1.931 0.690
C -1.046 -1.297 -0.524
C -1.195 -2.200 -1.781
H 1.830 -1.455 -3.585
H 2.256 0.199 -1.530
H -0.680 -0.969 2.336
H -0.490 0.784 4.438
H -0.635 4.278 4.341
H 1.523 3.896 1.818
H 1.399 2.253 -0.326
H -1.834 -1.249 0.302
H -2.144 -2.854 -1.820
*
```



# 6
Density functional theory data (ωB97M-V/def2-TZVPD) for a molecular structure, C30H40BBrGaO3S.

Output
total energy = -6314.63077 a.u.
HOMO = -5.17 eV
HOMO-LUMO gap = 7.64 eV

Structure (ORCA input):
```
! RIJCOSX wB97M-V def2-TZVPD def2/J DEFGRID3
* xyz -1 1
C 2.424 5.900 0.419
C 2.724 4.305 0.823
B 1.335 3.491 0.479
O 0.103 3.915 1.217
Ga 1.103 1.967 -0.907
C 2.729 1.675 -2.157
Br 4.319 0.938 -1.115
C 2.457 0.552 -3.358
C 3.451 0.742 -4.660
S -0.696 2.625 -2.264
C -0.192 4.334 -2.924
O -1.019 1.599 -3.376
O -1.907 2.759 -1.264
H 1.285 6.178 0.641
H 3.069 6.656 1.051
H 2.550 6.079 -0.754
H 2.844 4.297 2.007
H 3.687 3.884 0.299
H -0.389 4.474 0.517
H 0.819 0.594 -0.128
H 3.085 2.663 -2.717
H 2.669 -0.535 -2.935
H 1.343 0.549 -3.741
H 3.126 1.664 -5.326
H 4.598 0.821 -4.374
H 3.378 -0.213 -5.372
H -0.716 4.621 -3.930
H -0.343 5.146 -2.064
H 0.988 4.264 -3.074
C -2.785 1.117 1.237
C -3.933 0.629 0.615
C -4.887 -0.067 1.357
C -4.697 -0.266 2.724
C -3.550 0.225 3.347
C -2.592 0.913 2.604
H -2.040 1.657 0.658
H -4.085 0.791 -0.450
H -5.779 -0.452 0.870
H -5.443 -0.805 3.303
H -3.403 0.070 4.413
H -1.696 1.290 3.088
C 4.597 -4.253 -5.108
C 3.391 -3.593 -4.875
C 2.568 -3.243 -5.945
C 2.947 -3.561 -7.249
C 4.152 -4.225 -7.483
C 4.979 -4.567 -6.413
H 5.239 -4.523 -4.274
H 3.092 -3.351 -3.858
H 1.632 -2.722 -5.763
H 2.304 -3.292 -8.083
H 4.446 -4.474 -8.499
H 5.919 -5.079 -6.595
C -0.419 -4.310 1.264
C 0.553 -4.773 0.378
C 0.844 -4.051 -0.779
C 0.169 -2.859 -1.045
C -0.800 -2.394 -0.157
C -1.098 -3.121 0.996
H -0.648 -4.875 2.164
H 1.084 -5.698 0.589
H 1.597 -4.415 -1.472
H 0.399 -2.293 -1.944
H -1.325 -1.465 -0.363
H -1.857 -2.762 1.685
C -3.239 -0.054 9.355
C -3.192 -1.187 8.543
C -3.931 -1.231 7.361
C -4.711 -0.136 6.986
C -4.755 0.998 7.796
C -4.023 1.038 8.983
H -2.666 -0.022 10.278
H -2.579 -2.037 8.832
H -3.899 -2.116 6.732
H -5.283 -0.168 6.063
H -5.362 1.851 7.503
H -4.063 1.919 9.617
*
```



# 7
Density functional theory data (ωB97M-V/def2-TZVPD) for a molecular structure, C32H25Cl5GeNOPd.

Output
total energy = -5869.93670 a.u.
HOMO (spin up / spin down) = -11.50 / -11.49 eV
ΔE to the lowest compared entry with this formula, charge and spin = 27.68 kJ/mol
HOMO-LUMO gap (spin up / spin down) = 7.43 / 7.42 eV

Structure (ORCA input):
```
! RIJCOSX wB97M-V def2-TZVPD def2/J DEFGRID3
* xyz 1 1
Pd -0.269 -0.163 -0.819
Cl 1.026 -7.214 0.014
C 1.207 -5.537 -0.345
C 0.089 -4.727 -0.434
C 0.283 -3.381 -0.686
Cl -1.138 -2.425 -0.977
C 1.539 -2.787 -0.816
O 1.649 -1.444 -0.978
C 2.625 -3.667 -0.842
Cl 4.202 -3.131 -1.290
C 2.469 -5.019 -0.578
H -0.907 -5.130 -0.322
H 3.335 -5.665 -0.575
Cl -0.259 1.701 -3.007
C 0.645 0.816 -4.247
Cl 0.291 -0.912 -4.175
H 1.702 0.956 -4.057
H 0.349 1.195 -5.217
N -1.708 0.987 -0.437
C -2.538 0.763 0.488
C -3.490 1.850 0.852
C -3.831 2.834 -0.075
C -4.683 3.860 0.291
C -5.196 3.913 1.581
C -4.861 2.935 2.505
C -4.013 1.899 2.141
C -2.563 -0.527 1.228
C -3.669 -1.366 1.108
C -3.663 -2.604 1.732
C -2.564 -3.000 2.486
C -1.475 -2.152 2.628
C -1.472 -0.915 1.999
H -3.433 2.776 -1.080
H -4.955 4.617 -0.433
H -5.865 4.715 1.864
H -5.265 2.972 3.508
H -3.756 1.131 2.861
H -4.525 -1.052 0.525
H -4.518 -3.259 1.635
H -2.568 -3.965 2.977
H -0.626 -2.450 3.231
H -0.631 -0.245 2.116
Ge 2.898 -0.302 -0.156
C 1.845 0.691 1.125
C 1.939 0.300 2.469
C 1.253 0.986 3.458
C 0.446 2.068 3.119
C 0.337 2.468 1.796
C 1.046 1.792 0.810
C 3.508 0.738 -1.663
C 3.514 2.131 -1.611
C 3.982 2.878 -2.683
C 4.468 2.236 -3.813
C 4.483 0.849 -3.872
C 4.000 0.105 -2.807
H 3.905 -1.143 0.619
H 2.572 -0.535 2.747
H 1.346 0.684 4.493
H -0.093 2.602 3.891
H -0.283 3.314 1.530
H 0.995 2.162 -0.212
H 3.167 2.649 -0.725
H 3.977 3.958 -2.630
H 4.845 2.814 -4.647
H 4.873 0.348 -4.749
H 4.011 -0.974 -2.867
*
```



# 8
Density functional theory data (ωB97M-V/def2-TZVPD) for a single C5H9NO2 molecule.

Output
structure (SMILES) = CC[C@@H](C=O)NC=O
total energy = -401.07713 a.u.
HOMO = -9.75 eV
ΔE to the lowest compared entry with this formula, charge and spin = 261.58 kJ/mol
HOMO-LUMO gap = 10.31 eV

Structure (ORCA input):
```
! RIJCOSX wB97M-V def2-TZVPD def2/J DEFGRID3
* xyz 0 1
C -1.283 1.701 -1.163
N -0.823 0.427 -1.181
C 0.347 -0.352 2.033
C -0.157 -1.014 0.657
C 0.362 0.034 -0.407
C 1.343 -0.574 -1.318
O 1.077 -1.246 -2.333
O -0.647 2.570 -0.517
H -2.139 1.856 -1.797
H -1.426 -0.480 -1.451
H 1.263 -0.738 2.224
H 0.670 0.704 1.920
H -0.315 -0.337 2.983
H 0.097 -2.036 0.415
H -1.266 -0.974 0.536
H 0.551 1.007 0.240
H 2.348 -0.549 -0.841
*
```



# 9
Density functional theory data (ωB97M-V/def2-TZVPD) for 2 unconnected molecules or ions with the total composition C5H13NO.

Output
structure (SMILES) = CCC/C=C/N.O
total energy = -328.16879 a.u.
HOMO = -7.53 eV
ΔE to the lowest compared entry with this formula, charge and spin = 393.98 kJ/mol
HOMO-LUMO gap = 8.33 eV

Structure (ORCA input):
```
! RIJCOSX wB97M-V def2-TZVPD def2/J DEFGRID3
* xyz 0 1
C 0.079 1.624 2.340
C 1.308 0.799 2.291
C 1.835 0.322 0.962
C 1.016 -0.698 0.241
C 0.194 -0.422 -0.853
N 0.148 -1.245 -2.121
H -0.821 1.145 1.847
H -0.553 1.877 3.165
H 0.408 2.543 1.769
H 1.229 -0.070 2.934
H 2.105 1.462 2.557
H 2.729 -0.221 1.326
H 2.077 1.367 0.291
H 1.020 -1.766 0.658
H -0.493 0.490 -1.011
H 1.049 -1.831 -2.359
H -0.104 -0.718 -2.968
H -3.134 -1.014 -1.672
H -4.485 -0.266 -2.197
O -3.582 -0.504 -2.422
*
```



# 10
Density functional theory data (ωB97M-V/def2-TZVPD) for a single C4H7ClN2 molecule.

Output
structure (SMILES) = C=C(Cl)/C(C)=N\N
total energy = -726.25824 a.u.
HOMO = -8.75 eV
ΔE to the lowest compared entry with this formula, charge and spin = 216.10 kJ/mol
HOMO-LUMO gap = 9.37 eV

Structure (ORCA input):
```
! RIJCOSX wB97M-V def2-TZVPD def2/J DEFGRID3
* xyz 0 1
C 0.355 1.989 0.246
C -0.075 0.581 -0.051
C 0.896 -0.558 0.015
C 0.786 -1.765 0.597
H 0.908 1.989 1.200
H 0.988 2.439 -0.481
H -0.554 2.604 0.345
H -1.249 -1.578 -0.908
H -2.752 -0.691 -1.128
H 1.557 -2.530 0.501
H -0.143 -1.990 1.157
N -1.320 0.412 -0.320
N -1.885 -0.811 -0.587
Cl 2.487 -0.090 -0.584
*
```



# 11
Density functional theory data (ωB97M-V/def2-TZVPD) for 4 unconnected molecules or ions with the total composition C3H16NO3.

Output
total energy = -404.15316 a.u.
HOMO = -15.09 eV
ΔE to the lowest compared entry with this formula, charge and spin = 28.70 kJ/mol
HOMO-LUMO gap = 12.34 eV

Structure (ORCA input):
```
! RIJCOSX wB97M-V def2-TZVPD def2/J DEFGRID3
* xyz 1 1
C 0.849 1.113 0.168
C 1.037 1.337 -1.312
C 2.438 0.996 -1.860
N -0.568 0.907 0.517
H 1.406 0.255 0.515
H 1.261 1.901 0.800
H 0.790 2.363 -1.595
H 0.278 0.759 -1.852
H 3.027 0.448 -1.125
H 2.376 0.432 -2.785
H 2.994 1.919 -2.003
H -0.797 0.702 1.492
H -1.126 1.726 0.252
H -1.021 0.106 0.027
H 0.299 -1.701 0.032
H -0.875 -2.712 -0.094
O -0.663 -1.761 0.052
H -3.027 1.820 2.438
H -2.224 1.946 3.705
O -2.138 1.639 2.785
H -1.475 -4.964 0.701
H -1.604 -4.848 -0.813
O -1.238 -4.382 -0.045
*
```



# 12
Density functional theory data (ωB97M-V/def2-TZVPD) for a molecular structure, C4H6N2O.

Output
total energy = -340.59311 a.u.
HOMO (spin up / spin down) = -6.49 / -9.84 eV
ΔE to the lowest compared entry with this formula, charge and spin = 15.18 kJ/mol
HOMO-LUMO gap (spin up / spin down) = 7.26 / 7.79 eV

Structure (ORCA input):
```
! RIJCOSX wB97M-V def2-TZVPD def2/J DEFGRID3
* xyz 0 3
C 1.693 -1.005 -0.136
C 1.493 0.386 -0.071
C -0.555 -1.182 0.162
C -1.157 1.305 0.057
N 0.682 -1.824 -0.009
N -0.390 0.177 0.356
O 1.807 1.509 -0.244
H 2.719 -1.363 -0.079
H -0.966 -1.317 -0.866
H -1.133 -1.727 0.840
H -0.391 2.186 -0.041
H -1.800 1.148 -0.810
H -2.003 1.707 0.842
*
```



# 13
Density functional theory data (ωB97M-V/def2-TZVPD) for 2 unconnected molecules or ions with the total composition C6H12O.

Output
structure (SMILES) = C/C=C/C=C/C.O
total energy = -310.98132 a.u.
HOMO = -7.86 eV
ΔE to the lowest compared entry with this formula, charge and spin = 204.66 kJ/mol
HOMO-LUMO gap = 8.69 eV

Structure (ORCA input):
```
! RIJCOSX wB97M-V def2-TZVPD def2/J DEFGRID3
* xyz 0 1
C -0.797 -2.041 -1.700
C -0.910 -0.855 -0.800
C -0.376 -0.830 0.452
C -0.070 0.399 1.123
C 0.653 0.346 2.277
C 1.360 1.520 2.903
H 0.149 -2.270 -2.184
H -0.952 -2.931 -1.065
H -1.594 -2.124 -2.437
H -1.430 0.060 -1.073
H -0.273 -1.822 0.879
H -0.403 1.333 0.685
H 0.920 -0.688 2.463
H 1.916 1.121 3.749
H 0.609 2.197 3.301
H 2.038 2.042 2.232
H -0.450 1.891 -2.936
H 0.201 1.370 -4.189
O -0.591 1.280 -3.682
*
```



# 14
Density functional theory data (ωB97M-V/def2-TZVPD) for 7 unconnected molecules or ions with the total composition C20H37Cl8N3.

Output
structure (SMILES) = CCCC#N.CCCC#N.CCCC#N.ClCCCl.ClCCCl.ClCCCl.ClCCCl
total energy = -4630.06735 a.u.
HOMO = -10.42 eV
ΔE to the lowest compared entry with this formula, charge and spin = 0.00 kJ/mol
HOMO-LUMO gap = 10.76 eV

Structure (ORCA input):
```
! RIJCOSX wB97M-V def2-TZVPD def2/J DEFGRID3
* xyz 0 1
Cl -5.611 2.487 -0.199
C -4.270 1.818 -1.167
C -3.403 0.889 -0.388
Cl -4.270 -0.603 0.092
H -3.671 2.662 -1.511
H -4.704 1.345 -2.045
H -3.029 1.359 0.516
H -2.575 0.578 -1.019
Cl 1.867 -1.046 6.515
C 2.047 0.158 5.217
C 1.517 1.500 5.611
Cl -0.249 1.465 5.884
H 1.590 -0.182 4.291
H 3.120 0.234 5.036
H 1.683 2.210 4.803
H 1.968 1.860 6.531
Cl 5.236 1.022 -0.583
C 3.913 2.092 -0.090
C 4.229 3.546 -0.343
Cl 4.461 3.910 -2.068
H 3.738 1.927 0.971
H 3.008 1.755 -0.593
H 5.153 3.801 0.173
H 3.432 4.185 0.030
Cl 0.308 -2.698 -0.041
C 0.618 -0.953 0.059
C 0.959 -0.602 1.495
Cl 0.977 1.162 1.663
H -0.272 -0.441 -0.298
H 1.428 -0.683 -0.616
H 1.949 -1.003 1.704
H 0.212 -1.007 2.172
C -1.336 4.432 -4.083
C 0.132 4.637 -3.753
C 0.811 3.371 -3.235
C 0.036 2.617 -2.267
N -0.559 1.982 -1.516
H -1.765 5.279 -4.617
H -1.939 4.319 -3.177
H -1.502 3.518 -4.659
H 0.234 5.438 -3.018
H 0.695 4.949 -4.633
H 1.755 3.641 -2.747
H 1.098 2.723 -4.063
C 1.200 -5.678 3.268
C 0.162 -4.590 3.165
C -1.143 -4.950 3.877
C -2.134 -3.875 3.874
N -2.907 -3.027 3.885
H 0.835 -6.626 2.872
H 1.589 -5.785 4.281
H 2.070 -5.420 2.654
H -0.122 -4.408 2.123
H 0.570 -3.630 3.490
H -0.989 -5.241 4.921
H -1.593 -5.829 3.409
C -2.812 -1.435 -3.728
C -1.697 -2.092 -2.923
C -0.376 -2.221 -3.690
C 0.419 -0.988 -3.621
N 0.987 0.005 -3.499
H -2.582 -0.399 -3.982
H -3.748 -1.431 -3.168
H -2.993 -1.987 -4.654
H -1.979 -3.091 -2.593
H -1.518 -1.493 -2.029
H -0.523 -2.479 -4.739
H 0.262 -2.978 -3.227
*
```